Entry 1:
C2BrN3O4 | the ωB97M-V functional and the def2-TZVPD basis

Atoms and positions in Å:
C: -1.502 0.608 0.503
C: -0.270 0.036 0.178
N: -2.567 0.918 0.762
N: 0.209 -0.590 -1.213
N: 0.849 0.340 0.951
O: 1.079 -1.386 -1.050
O: 1.565 0.964 0.249
O: -0.355 -0.327 -2.214
O: 1.041 0.050 2.076
Br: -0.941 -2.438 1.464

Properties
Net charge   0
LUMO level (alpha / beta)   -4.71 / -4.71 eV
Kohn-Sham gap (alpha / beta)   6.31 / 6.33 eV
Total energy   -3115.08986 Ha
Energy relative to the best compared isomer or geometry (same formula, charge and spin)   2.831 eV

***

Entry 2:
C30H82N4O13S9 | the ωB97M-V functional and the def2-TZVPD basis

Atoms and positions in Å:
C: -0.859 -0.792 4.047
C: 0.481 -0.593 3.332
O: 0.924 0.531 3.080
N: 1.104 -1.734 2.967
C: 2.430 -1.629 2.301
H: -1.650 -0.259 3.519
H: -0.694 -0.464 5.073
H: -1.143 -1.845 4.028
H: 0.560 -2.585 2.970
H: 2.878 -0.864 2.936
H: 2.503 -1.352 1.249
H: 3.128 -2.459 2.190
C: 0.270 1.248 0.930
C: -0.595 0.020 0.481
O: -1.452 -0.466 1.267
N: -0.391 -0.467 -0.727
C: -1.019 -1.597 -1.398
H: 0.463 1.879 0.062
H: 1.187 0.779 1.287
H: -0.305 1.812 1.665
H: 0.190 0.165 -1.260
H: -2.045 -1.806 -1.094
H: -0.417 -2.479 -1.181
H: -1.177 -1.478 -2.470
C: 0.550 -3.287 0.699
C: -0.877 -3.325 1.124
O: -1.354 -4.448 1.143
N: -1.479 -2.216 1.596
C: -2.865 -2.272 2.073
H: 1.187 -3.541 1.547
H: 0.998 -2.383 0.288
H: 0.607 -3.975 -0.145
H: -1.130 -1.289 1.399
H: -3.318 -1.288 1.956
H: -2.853 -2.713 3.070
H: -3.467 -2.980 1.504
C: -0.126 -2.816 -3.257
C: 1.309 -3.431 -3.177
O: 1.717 -4.202 -2.300
N: 2.108 -3.223 -4.233
C: 3.247 -4.038 -4.461
H: -0.605 -3.374 -4.061
H: -0.158 -1.731 -3.153
H: -0.574 -3.288 -2.382
H: 1.924 -2.448 -4.853
H: 4.098 -3.644 -3.907
H: 3.537 -3.943 -5.507
H: 3.066 -5.110 -4.390
C: -1.614 0.104 -3.667
S: 0.154 0.718 -3.563
O: 0.528 0.469 -2.117
C: -0.279 2.461 -3.718
H: -2.201 0.433 -2.810
H: -1.595 -0.979 -3.546
H: -2.246 0.337 -4.523
H: -1.016 2.613 -4.507
H: 0.547 3.099 -4.034
H: -0.572 2.904 -2.767
C: -2.786 0.868 -0.949
S: -4.063 0.998 0.325
O: -5.113 2.047 0.002
C: -4.878 -0.637 0.101
H: -3.102 1.152 -1.953
H: -2.563 -0.198 -0.909
H: -1.790 1.247 -0.722
H: -5.809 -0.437 0.633
H: -4.248 -1.410 0.542
H: -5.098 -0.838 -0.947
C: 2.314 2.503 -0.918
S: 1.538 4.035 -0.272
O: 2.627 4.598 0.631
C: 2.000 5.012 -1.801
H: 2.006 2.276 -1.939
H: 1.947 1.682 -0.303
H: 3.403 2.512 -0.959
H: 3.088 5.055 -1.834
H: 1.462 5.956 -1.717
H: 1.589 4.555 -2.701
C: -2.002 -6.531 -1.361
S: -1.624 -4.773 -1.842
O: -2.023 -4.498 -3.319
C: -2.854 -3.961 -0.551
H: -1.693 -6.603 -0.318
H: -1.523 -7.229 -2.048
H: -3.080 -6.676 -1.301
H: -2.701 -4.632 0.294
H: -3.852 -4.070 -0.974
H: -2.435 -2.978 -0.333
C: -1.552 4.538 -2.264
S: -1.557 2.891 -1.355
O: -0.213 2.649 -0.710
C: -2.595 3.521 -0.007
H: -2.518 4.841 -2.667
H: -0.683 4.511 -2.921
H: -1.242 5.326 -1.576
H: -1.980 4.206 0.575
H: -2.848 2.728 0.697
H: -3.484 4.028 -0.384
C: -1.991 1.388 2.252
S: -3.245 2.146 3.323
O: -3.706 1.122 4.397
C: -2.286 3.473 4.253
H: -1.066 1.126 2.765
H: -1.824 2.183 1.525
H: -2.318 0.517 1.684
H: -2.960 3.887 5.003
H: -2.065 4.328 3.614
H: -1.374 3.049 4.675
C: 2.184 2.172 3.186
S: 0.478 2.873 3.637
O: 0.451 3.924 4.750
C: 0.023 3.598 1.982
H: 2.019 1.272 2.593
H: 2.616 1.803 4.117
H: 2.900 2.813 2.673
H: 0.636 4.472 1.761
H: -0.939 4.108 1.915
H: 0.129 2.983 1.089
C: 1.909 -0.835 -1.953
S: 3.445 -1.195 -0.943
O: 3.256 -0.440 0.376
C: 3.240 -3.026 -0.721
H: 1.045 -0.963 -1.300
H: 1.950 -1.409 -2.879
H: 1.801 0.225 -2.184
H: 3.702 -3.390 -1.638
H: 2.218 -3.402 -0.668
H: 3.769 -3.335 0.181
C: 3.301 1.587 1.003
S: 4.434 2.589 2.046
O: 5.507 3.287 1.144
C: 5.389 1.230 2.780
H: 3.006 2.100 0.087
H: 2.398 1.202 1.475
H: 3.812 0.663 0.731
H: 6.432 1.298 2.472
H: 4.847 0.354 2.423
H: 5.193 1.204 3.852

Properties
Net charge   0
LUMO level   -0.80 eV
Kohn-Sham gap   5.96 eV
Total energy   -5971.00826 Ha
Energy relative to the best compared isomer or geometry (same formula, charge and spin)   50.986 eV

***

Entry 3:
C4H9O2 | the ωB97M-V functional and the def2-TZVPD basis

Atoms and positions in Å:
C: -1.150 1.698 -0.503
C: 0.020 0.820 0.159
O: 0.074 0.940 1.428
C: -0.057 -0.602 -0.456
C: 0.930 -1.680 0.236
O: 1.169 -1.380 1.684
H: -2.075 1.287 0.027
H: -0.921 2.826 -0.261
H: -1.243 1.520 -1.578
H: 0.889 1.177 -0.557
H: -1.175 -0.994 -0.400
H: 0.260 -0.690 -1.560
H: 1.958 -1.864 -0.183
H: 0.485 -2.699 0.278
H: 0.835 -0.358 1.684

Properties
Net charge   -1
LUMO level   4.50 eV
Kohn-Sham gap   7.83 eV
Total energy   -308.24732 Ha
Energy relative to the best compared isomer or geometry (same formula, charge and spin)   2.655 eV
Structure (SMILES)   C[C@@H]([O-])CCO

***

Entry 4:
C24H27N3O3 | the ωB97M-V functional and the def2-TZVPD basis

Atoms and positions in Å:
C: -4.595 3.015 -4.320
C: -4.642 2.128 -3.110
C: -5.338 0.929 -3.152
C: -5.414 0.113 -2.039
C: -4.814 0.504 -0.858
C: -4.109 1.698 -0.778
C: -3.481 2.111 0.520
C: -4.010 2.495 -1.919
O: -3.305 3.696 -1.850
C: -2.010 3.649 -2.419
C: -1.098 2.751 -1.648
C: -0.232 2.975 -0.616
C: 0.257 1.682 -0.293
C: 1.279 1.464 0.767
O: 1.954 2.417 1.126
N: 1.402 0.249 1.340
C: 0.821 -0.986 0.880
C: 1.937 -1.878 0.340
N: 2.936 -2.112 1.365
C: 3.727 -3.240 1.299
C: 4.306 -3.819 2.434
C: 5.118 -4.932 2.326
C: 5.370 -5.511 1.096
C: 4.796 -4.954 -0.035
C: 3.990 -3.838 0.059
C: 2.775 -1.375 2.594
C: 2.450 0.102 2.349
C: 2.025 0.771 3.656
N: -0.285 0.787 -1.087
O: -1.119 1.437 -1.924
H: -3.811 2.690 -5.006
H: -5.542 2.968 -4.854
H: -4.405 4.046 -4.032
H: -5.827 0.638 -4.070
H: -5.954 -0.821 -2.088
H: -4.887 -0.120 0.021
H: -3.138 3.141 0.471
H: -2.633 1.466 0.756
H: -4.203 2.019 1.329
H: -1.636 4.674 -2.380
H: -2.050 3.303 -3.459
H: 0.034 3.895 -0.143
H: 0.103 -0.783 0.087
H: 0.310 -1.478 1.714
H: 1.512 -2.830 0.003
H: 2.389 -1.375 -0.527
H: 4.114 -3.416 3.416
H: 5.549 -5.356 3.221
H: 6.002 -6.383 1.018
H: 4.983 -5.390 -1.006
H: 3.576 -3.416 -0.842
H: 1.998 -1.819 3.238
H: 3.718 -1.405 3.143
H: 3.341 0.616 1.966
H: 2.798 0.644 4.409
H: 1.099 0.333 4.023
H: 1.872 1.832 3.488

Properties
Net charge   0
LUMO level   0.69 eV
Kohn-Sham gap   8.39 eV
Total energy   -1320.69341 Ha
Energy relative to the best compared isomer or geometry (same formula, charge and spin)   3.166 eV
Structure (SMILES)   Cc1cccc(C)c1OCc1cc(C(=O)N2CCN(c3ccccc3)C[C@@H]2C)no1

***

Entry 5:
C4H7IrO | the ωB97M-V functional and the def2-TZVPD basis

Atoms and positions in Å:
C: -0.232 1.710 0.255
C: 0.489 0.374 0.478
C: -0.145 -0.798 -0.059
O: 0.045 -1.937 0.392
Ir: -0.659 -3.557 0.224
H: -1.203 1.674 -0.239
H: 1.059 0.240 1.397
H: -0.163 2.395 1.100
H: -0.729 -0.677 -0.991
C: 0.974 1.420 -0.534
H: 0.863 1.175 -1.591
H: 1.916 1.894 -0.261
H: -2.215 -3.914 -0.170

Properties
Net charge   +2
LUMO level (alpha / beta)   -9.89 / -13.64 eV
Kohn-Sham gap (alpha / beta)   9.96 / 6.75 eV
Total energy   -335.17545 Ha
Multiplicity   5
⟨S²⟩   6.0141

***

Entry 6:
C12H34N3O4Ti | the ωB97M-V functional and the def2-TZVPD basis

Atoms and positions in Å:
Ti: 0.654 0.365 0.798
O: 0.752 2.646 1.202
H: 0.403 3.482 0.907
C: -2.600 2.200 -2.697
C: -2.147 2.642 -1.313
C: -3.246 2.511 -0.264
O: -4.419 3.077 -0.774
C: -5.520 2.930 0.065
N: -0.970 1.874 -0.909
H: -3.495 2.746 -2.994
H: -2.871 1.140 -2.720
H: -1.807 2.371 -3.427
H: -1.905 3.712 -1.391
H: -2.917 2.974 0.675
H: -3.386 1.447 -0.020
H: -6.448 3.359 -0.294
H: -5.285 3.323 1.068
H: -5.739 1.875 0.310
H: -0.488 2.305 -0.104
H: -0.305 1.922 -1.676
C: 3.831 -1.758 0.900
C: 3.574 -1.003 -0.390
C: 4.405 -1.585 -1.540
O: 4.236 -0.769 -2.661
C: 4.999 -1.092 -3.809
N: 2.146 -0.896 -0.714
H: 4.780 -1.514 1.376
H: 3.835 -2.842 0.753
H: 3.023 -1.497 1.589
H: 3.913 0.035 -0.322
H: 4.038 -2.608 -1.717
H: 5.450 -1.624 -1.208
H: 5.948 -0.555 -3.728
H: 4.477 -0.694 -4.681
H: 5.082 -2.170 -3.963
H: 2.090 -0.509 -1.657
H: 1.770 -1.839 -0.861
C: -1.216 -1.874 4.195
C: -0.338 -1.760 2.939
C: -1.287 -1.690 1.744
O: -0.530 -1.693 0.519
C: -1.380 -1.570 -0.596
N: 0.562 -0.609 3.056
H: -1.919 -2.712 4.161
H: -1.827 -0.981 4.346
H: -0.582 -1.992 5.076
H: 0.240 -2.680 2.839
H: -1.922 -0.799 1.780
H: -1.904 -2.596 1.718
H: -0.837 -1.695 -1.533
H: -1.815 -0.567 -0.684
H: -2.219 -2.273 -0.566
H: 1.035 -0.759 3.949
H: 0.079 0.271 3.250

Properties
Net charge   0
LUMO level (alpha / beta)   0.59 / 0.48 eV
Kohn-Sham gap (alpha / beta)   4.49 / 8.43 eV
Total energy   -1792.15866 Ha
Multiplicity   4
Energy relative to the best compared isomer or geometry (same formula, charge and spin)   0.052 eV
⟨S²⟩   3.7522